This record from OMol25 describes C13H17Cl2NO2S in the gas phase in a non-equilibrium geometry. The level of theory is the ωB97M-V functional and the def2-TZVPD basis.

Structure (ORCA input):
```
! wB97M-V def2-TZVPD RIJCOSX def2/J DEFGRID3
* xyz 0 1
C 1.64 -0.83 -1.09
C 0.13 -0.96 -1.41
C 0.07 -0.91 -2.98
C -0.59 -2.15 -0.81
C -2.08 -1.94 -1.25
C -2.20 -0.39 -1.15
C -0.78 0.08 -0.73
C -0.47 1.60 -1.04
C -0.73 -0.29 0.77
O 0.38 0.30 1.49
C 0.18 1.40 2.23
O -0.90 1.91 2.54
C 1.41 2.11 2.83
Cl 2.95 1.53 2.04
Cl 1.29 3.89 2.53
S 1.45 1.91 4.64
C 2.98 2.84 4.95
N 3.95 3.45 5.06
C -0.55 -1.84 0.70
H 2.08 0.07 -1.55
H 2.14 -1.72 -1.48
H 1.90 -0.83 0.00
H 0.64 -1.72 -3.38
H -0.93 -0.97 -3.39
H 0.48 0.02 -3.36
H -0.25 -3.13 -1.09
H -2.25 -2.32 -2.27
H -2.76 -2.42 -0.57
H -2.55 0.08 -2.07
H -2.96 -0.18 -0.38
H -1.12 2.31 -0.52
H -0.53 1.80 -2.14
H 0.56 1.87 -0.69
H -1.68 -0.04 1.28
H 0.42 -2.15 1.00
H -1.33 -2.36 1.25
*
```

- HOMO (eV) = -10.3531
- molar mass (g/mol) = 322.26
- largest force on an atom (eV Å⁻¹) = 2.8
- structure (SMILES) = CC1(C)[C@@H]2CC[C@@]1(C)[C@H](OC(=O)C(Cl)(Cl)SC#N)C2
- relative energy (zero: lowest compared OMol25 entry of this formula, charge and spin) (eV) = 0.0000

Atomic partial charges in e from the Löwdin method, atoms 1 to 2: -0.020 -0.444



This record from OMol25 describes a molecular structure, C39H39BBrF14N3OSrTe. The level of theory is the ωB97M-V functional and the def2-TZVPD basis.

Structure (ORCA input):
```
! wB97M-V def2-TZVPD RIJCOSX def2/J DEFGRID3
* xyz -2 1
Sr 0.84 0.47 1.18
C 4.05 -0.88 2.16
N 3.00 0.02 2.62
C 2.44 -0.41 3.90
C 1.57 -1.65 3.76
N 0.39 -1.29 3.00
C -0.71 -2.01 3.18
C -1.95 -1.47 2.74
F -1.92 -0.26 2.14
C -3.16 -2.10 2.86
F -4.29 -1.52 2.42
C -3.24 -3.36 3.46
F -4.43 -3.98 3.60
C -2.07 -3.94 3.89
F -2.11 -5.17 4.45
C -0.86 -3.30 3.75
F 0.24 -4.01 4.13
C 3.56 1.39 2.66
C 2.68 2.46 3.28
N 1.36 2.47 2.66
C 0.51 3.44 2.99
C 0.70 4.56 3.85
F 1.89 4.76 4.49
C -0.28 5.50 4.11
F 0.01 6.53 4.94
C -1.53 5.43 3.54
F -2.48 6.36 3.80
C -1.78 4.36 2.69
F -2.99 4.24 2.12
C -0.80 3.42 2.44
F -1.13 2.40 1.61
H 4.86 -0.96 2.90
H 3.64 -1.87 1.97
H 4.47 -0.49 1.23
H 3.25 -0.57 4.64
H 1.79 0.38 4.26
H 2.15 -2.46 3.30
H 1.34 -1.98 4.78
H 4.52 1.37 3.20
H 3.77 1.67 1.62
H 2.61 2.31 4.37
H 3.23 3.39 3.14
C -5.76 1.30 -4.49
C -5.35 0.02 -3.76
C -6.48 -0.37 -2.80
C -5.19 -1.09 -4.81
C -4.04 0.19 -2.99
C -3.51 -0.89 -2.28
C -2.36 -0.74 -1.55
Br -1.71 -2.25 -0.59
C -1.62 0.47 -1.45
O -0.58 0.56 -0.72
C -2.15 1.56 -2.22
C -3.33 1.38 -2.92
C -1.50 2.96 -2.26
C -0.08 3.07 -1.69
C -2.40 3.93 -1.48
C -1.41 3.44 -3.72
H -6.69 1.12 -5.03
H -5.00 1.61 -5.21
H -5.93 2.12 -3.79
H -7.42 -0.51 -3.34
H -6.62 0.42 -2.05
H -6.25 -1.29 -2.26
H -6.13 -1.24 -5.36
H -4.92 -2.04 -4.34
H -4.40 -0.84 -5.52
H -4.01 -1.85 -2.27
H -3.72 2.24 -3.46
H -0.07 2.96 -0.61
H 0.30 4.07 -1.92
H 0.60 2.34 -2.11
H -2.48 3.61 -0.43
H -3.41 3.96 -1.89
H -1.99 4.94 -1.50
H -0.77 2.76 -4.30
H -0.96 4.44 -3.75
H -2.38 3.49 -4.22
C 2.54 -4.67 -0.76
Te 2.01 -2.59 -0.91
C 4.09 -2.30 -1.34
C 4.69 -3.65 -1.56
C 6.00 -3.79 -2.03
C 6.56 -5.04 -2.22
C 5.82 -6.18 -1.95
C 4.52 -6.06 -1.48
C 3.95 -4.80 -1.28
H 1.85 -5.26 -1.36
H 2.47 -5.01 0.27
H 4.57 -1.78 -0.51
H 4.18 -1.65 -2.21
H 6.57 -2.89 -2.24
H 7.58 -5.12 -2.59
H 6.25 -7.16 -2.10
H 3.94 -6.94 -1.26
F 2.78 0.32 -0.51
B 3.82 1.18 -1.07
F 3.49 2.49 -0.74
F 3.86 0.97 -2.44
F 5.03 0.81 -0.47
*
```

- HOMO (eV) = -2.3601
- molar mass (g/mol) = 1137.67
- largest force on an atom (eV Å⁻¹) = 0.7
- relative energy (zero: lowest compared OMol25 entry of this formula, charge and spin) (eV) = 0.0000

Atomic partial charges in e from the Löwdin method, atoms 1 to 2: 1.430 -0.094



This record from OMol25 describes a gas-phase ion, C19H18F3 (charge +1) in a non-equilibrium geometry. The level of theory is the ωB97M-V functional and the def2-TZVPD basis.

Structure (ORCA input):
```
! wB97M-V def2-TZVPD RIJCOSX def2/J DEFGRID3
* xyz 1 1
C 3.16 0.39 -2.70
C 3.07 1.78 -2.03
C 1.73 1.81 -1.23
C 1.10 0.50 -1.44
C -0.28 0.26 -1.01
C 1.86 -0.40 -2.32
H 3.25 0.49 -3.79
H 4.05 -0.16 -2.35
H 3.91 1.97 -1.37
H 3.06 2.57 -2.80
H 1.88 2.03 -0.16
H 1.07 2.61 -1.62
H -0.80 -0.13 -1.90
H -0.73 1.23 -0.78
H 1.28 -0.63 -3.23
H 2.08 -1.37 -1.85
F -0.12 1.35 4.71
C 0.45 0.71 3.63
C 1.81 0.43 3.66
C 2.32 -0.24 2.55
F 3.66 -0.53 2.51
C 1.53 -0.62 1.48
C 0.16 -0.31 1.46
C -0.59 -0.69 0.18
C -2.12 -0.90 0.21
C -2.63 -1.72 -0.81
C -4.00 -1.91 -0.98
C -4.91 -1.27 -0.13
C -4.39 -0.46 0.86
F -5.25 0.16 1.74
C -3.03 -0.21 1.03
C -0.39 0.36 2.56
H 2.43 0.72 4.51
H 1.98 -1.15 0.64
H -0.18 -1.67 -0.11
H -1.93 -2.21 -1.51
H -4.36 -2.56 -1.78
H -5.99 -1.38 -0.24
H -2.73 0.52 1.77
H -1.43 0.63 2.64
*
```

- HOMO (eV) = -12.2300
- molar mass (g/mol) = 303.35
- largest force on an atom (eV Å⁻¹) = 1.7
- relative energy (zero: lowest compared OMol25 entry of this formula, charge and spin) (eV) = 0.0000

Atomic partial charges in e from the Löwdin method, atoms 1 to 2: -0.134 -0.135



This record from OMol25 describes C6H12N4O in the gas phase in a non-equilibrium geometry. The level of theory is the ωB97M-V functional and the def2-TZVPD basis.

Structure (ORCA input):
```
! wB97M-V def2-TZVPD RIJCOSX def2/J DEFGRID3
* xyz 0 1
C -1.54 1.28 -0.45
C -0.37 0.63 -0.94
C 0.93 -1.28 -0.18
C 2.28 -1.01 -0.69
C 2.37 1.05 0.43
C 1.06 0.73 1.16
H -1.68 2.03 -1.38
H -1.88 1.78 0.50
H -0.45 -0.07 -1.92
H 0.35 1.49 -1.28
H 0.88 -2.29 0.44
H 0.72 -1.83 -1.08
H 3.02 -1.72 -1.28
H 2.02 -0.08 -1.40
H 3.09 1.71 0.90
H 2.25 1.38 -0.59
H 1.34 -0.12 1.99
H 0.01 1.36 1.66
N -3.43 -0.81 1.25
N -2.98 -0.48 0.15
N -2.59 0.01 -0.94
N 0.19 -0.06 0.23
O 2.94 -0.34 0.33
*
```

- HOMO (eV) = -8.7375
- molar mass (g/mol) = 156.19
- largest force on an atom (eV Å⁻¹) = 9.1
- relative energy (zero: lowest compared OMol25 entry of this formula, charge and spin) (eV) = 8.4724

Atomic partial charges in e from the Löwdin method, atoms 1 to 2: -0.119 -0.324



This record from OMol25 describes a molecular structure, C31H31BrN4O2PPd in a non-equilibrium geometry. The level of theory is the ωB97M-V functional and the def2-TZVPD basis.

Structure (ORCA input):
```
! wB97M-V def2-TZVPD RIJCOSX def2/J DEFGRID3
* xyz -1 1
Pd -1.78 -14.93 7.08
Br -4.47 -18.22 14.29
C -3.30 -19.12 13.08
C -2.06 -19.65 13.60
C -1.25 -20.40 12.78
C -1.55 -20.45 11.37
C -2.83 -19.99 10.91
C -3.65 -19.24 11.74
N -0.52 -20.63 10.52
N -0.87 -20.80 9.25
C -0.52 -19.79 8.41
C -0.90 -20.07 7.06
C -1.25 -19.05 6.23
C -1.19 -17.69 6.69
O -1.54 -16.72 5.94
C -0.67 -17.40 8.02
N -0.71 -16.07 8.36
C -0.05 -15.74 9.47
C 0.54 -16.71 10.32
C 0.42 -18.08 10.09
C -0.23 -18.43 8.88
H -1.84 -19.46 14.65
H -0.35 -20.92 13.05
H -3.07 -20.25 9.86
H -4.56 -18.81 11.34
H -1.01 -21.12 6.78
H -1.54 -19.20 5.22
H -0.01 -14.69 9.75
H 1.02 -16.33 11.21
H 0.79 -18.84 10.78
O -0.83 -12.03 8.92
C -2.12 -11.55 8.51
C -2.09 -10.66 7.26
C -1.44 -11.29 6.02
C -2.29 -12.31 5.29
C -3.24 -11.81 4.38
C -3.78 -12.63 3.40
C -3.35 -13.95 3.33
C -2.45 -14.44 4.30
N -2.04 -13.66 5.33
H -0.79 -12.95 8.65
H -2.54 -10.98 9.35
H -2.80 -12.40 8.31
H -1.46 -9.77 7.48
H -3.13 -10.31 7.11
H -0.54 -11.81 6.35
H -1.19 -10.53 5.24
H -3.53 -10.75 4.46
H -4.53 -12.26 2.70
H -3.78 -14.70 2.64
H -2.11 -15.46 4.25
C -4.80 -14.24 9.15
P -3.82 -15.36 8.06
C -3.88 -16.93 9.02
C -4.89 -15.63 6.66
C -4.74 -16.82 5.94
C -5.43 -17.02 4.76
C -6.24 -16.02 4.26
C -6.41 -14.83 4.94
C -5.77 -14.66 6.18
H -4.70 -13.20 8.80
H -4.46 -14.32 10.21
H -5.86 -14.53 9.05
H -4.93 -17.20 9.23
H -3.29 -16.83 9.94
H -3.43 -17.74 8.44
H -4.08 -17.61 6.33
H -5.32 -17.94 4.20
H -6.75 -16.19 3.31
H -7.02 -14.04 4.50
H -5.96 -13.75 6.77
*
```

- HOMO (alpha / beta) (eV) = -2.6991 / -3.0964
- molar mass (g/mol) = 708.91
- largest force on an atom (eV Å⁻¹) = 3.2

Atomic partial charges in e from the Löwdin method, atoms 1 to 2: 0.470 0.623



This record from OMol25 describes a gas-phase ion, C7H16NO (charge +1) in a non-equilibrium geometry. The level of theory is the ωB97M-V functional and the def2-TZVPD basis.

Structure (ORCA input):
```
! wB97M-V def2-TZVPD RIJCOSX def2/J DEFGRID3
* xyz 1 1
C -2.73 -0.61 0.41
C -1.48 0.18 0.09
C -0.14 -0.54 0.36
C -0.03 -1.59 -0.74
N 1.20 0.26 0.21
C 1.79 0.91 1.49
C 1.01 1.25 -0.80
C 2.30 -0.69 -0.28
O 3.08 -1.15 0.47
H -2.59 -1.05 1.48
H -2.96 -1.35 -0.30
H -3.67 0.02 0.43
H -1.56 0.29 -1.04
H -1.61 1.17 0.49
H -0.21 -0.85 1.34
H -0.24 -1.11 -1.62
H -0.88 -2.41 -0.61
H 0.90 -2.22 -0.54
H 1.00 1.34 2.08
H 2.28 0.04 2.08
H 2.55 1.66 1.35
H 0.27 2.04 -0.74
H 1.97 1.82 -1.01
H 0.80 0.92 -1.83
H 2.30 -0.74 -1.37
*
```

- HOMO (eV) = -15.4710
- molar mass (g/mol) = 130.21
- largest force on an atom (eV Å⁻¹) = 6.2
- structure (SMILES) = CC[C@@H](C)[N+](C)(C)C=O
- relative energy (zero: lowest compared OMol25 entry of this formula, charge and spin) (eV) = 2.7510

Atomic partial charges in e from the Löwdin method, atoms 1 to 2: -0.095 -0.235



This record from OMol25 describes a molecular structure, C33H54ClN6O2P3PdS2. The level of theory is the ωB97M-V functional and the def2-TZVPD basis.

Structure (ORCA input):
```
! wB97M-V def2-TZVPD RIJCOSX def2/J DEFGRID3
* xyz 0 1
Pd -1.17 -1.18 -0.01
C -3.71 -2.65 -2.02
P -3.19 -2.24 -0.33
C -4.69 -1.54 0.41
C -3.02 -3.89 0.46
C -2.15 -3.76 1.70
P -0.59 -2.89 1.26
C 0.12 -2.46 2.86
C 0.49 -4.22 0.66
H -4.45 -3.45 -2.00
H -2.85 -2.96 -2.61
H -4.17 -1.78 -2.50
H -5.53 -2.21 0.27
H -4.90 -0.57 -0.05
H -4.52 -1.37 1.48
H -2.53 -4.54 -0.28
H -4.00 -4.33 0.67
H -1.96 -4.72 2.19
H -2.64 -3.12 2.44
H -0.03 -3.28 3.58
H -0.35 -1.55 3.22
H 1.19 -2.27 2.73
H 0.58 -4.99 1.44
H 1.48 -3.82 0.45
H 0.09 -4.67 -0.25
N 0.78 -0.77 0.45
P 1.94 -0.01 -0.19
N 3.22 0.32 0.87
C 2.92 1.33 1.91
C 2.61 0.68 3.25
C 3.85 -0.04 3.79
C 4.73 -0.53 2.63
C 3.88 -0.88 1.41
N 2.79 -0.85 -1.40
C 3.98 -0.39 -2.09
C 5.10 -1.43 -2.11
C 4.60 -2.80 -2.57
C 3.36 -3.21 -1.77
C 2.30 -2.13 -1.90
N 1.56 1.52 -0.76
C 0.25 2.11 -0.44
C -0.11 3.17 -1.47
C 0.85 4.36 -1.37
C 2.22 3.90 -0.86
C 2.55 2.47 -1.28
H 2.08 1.93 1.57
H 3.78 2.01 2.01
H 1.79 -0.02 3.08
H 2.25 1.43 3.96
H 3.55 -0.88 4.41
H 4.43 0.63 4.42
H 5.32 -1.40 2.92
H 5.45 0.25 2.34
H 3.14 -1.64 1.70
H 4.50 -1.33 0.64
H 4.35 0.51 -1.61
H 3.72 -0.12 -3.13
H 5.52 -1.52 -1.11
H 5.90 -1.08 -2.76
H 5.39 -3.55 -2.48
H 4.33 -2.75 -3.63
H 3.62 -3.35 -0.72
H 2.97 -4.16 -2.14
H 1.39 -2.37 -1.37
H 2.05 -2.05 -2.97
H 0.25 2.56 0.57
H -0.50 1.33 -0.41
H -1.14 3.48 -1.34
H -0.03 2.71 -2.46
H 0.44 5.10 -0.68
H 0.94 4.86 -2.33
H 2.25 3.95 0.23
H 3.02 4.56 -1.21
H 3.53 2.21 -0.89
H 2.60 2.42 -2.38
O -4.14 3.65 -1.04
S -4.64 2.63 -0.17
O -5.85 1.95 -0.54
N -3.47 1.50 0.12
C -3.13 1.46 1.39
S -2.02 0.37 2.02
C -3.84 2.47 2.24
C -3.70 2.71 3.60
C -4.47 3.71 4.17
C -5.37 4.45 3.41
C -5.52 4.21 2.05
C -4.74 3.21 1.50
H -3.00 2.13 4.18
H -4.38 3.92 5.23
H -5.97 5.22 3.88
H -6.21 4.78 1.44
Cl -4.26 1.48 -4.26
C -2.71 0.88 -3.81
C -1.64 0.91 -4.69
C -0.43 0.42 -4.25
C -0.33 -0.08 -2.96
N -1.36 -0.12 -2.12
C -2.53 0.37 -2.54
H -1.77 1.32 -5.69
H 0.45 0.44 -4.88
H 0.61 -0.42 -2.57
H -3.34 0.38 -1.82
*
```

- HOMO (eV) = -6.9704
- molar mass (g/mol) = 865.76
- largest force on an atom (eV Å⁻¹) = 0.9
- relative energy (zero: lowest compared OMol25 entry of this formula, charge and spin) (eV) = 0.1801

Atomic partial charges in e from the Löwdin method, atoms 1 to 2: 0.417 -0.244



This record from OMol25 describes a molecular structure, C25H45ClFeN7O3SeSi. The level of theory is the ωB97M-V functional and the def2-TZVPD basis.

Structure (ORCA input):
```
! wB97M-V def2-TZVPD RIJCOSX def2/J DEFGRID3
* xyz 1 5
Fe 1.24 0.80 -1.61
N 3.31 -0.13 -0.82
C 4.08 -0.60 -1.98
C 5.55 -0.20 -2.01
C 6.44 -0.61 -0.81
C 6.98 0.54 0.04
N 6.07 0.98 1.11
C 5.08 1.86 1.02
N 4.87 2.56 -0.08
N 4.27 2.05 2.07
C 3.44 -0.09 -3.30
O 4.00 -0.35 -4.34
O 2.32 0.55 -3.17
H 3.63 0.79 -0.54
H 3.41 -0.74 -0.02
H 4.00 -1.69 -2.01
H 5.60 0.89 -2.15
H 5.96 -0.60 -2.93
H 7.30 -1.15 -1.19
H 5.92 -1.32 -0.16
H 7.25 1.39 -0.57
H 7.90 0.23 0.55
H 6.15 0.48 1.99
H 5.42 2.40 -0.91
H 3.97 3.02 -0.20
H 4.36 1.48 2.89
H 3.37 2.47 1.90
C -0.32 4.76 -1.91
Si 0.09 4.41 -0.13
C -1.47 4.06 0.86
C 1.01 5.84 0.62
Se 1.51 2.61 0.03
H -0.76 5.76 -2.00
H -1.04 4.05 -2.31
H 0.57 4.73 -2.54
H -1.73 4.93 1.48
H -1.34 3.21 1.53
H -2.33 3.87 0.21
H 0.39 6.74 0.61
H 1.92 6.06 0.06
H 1.29 5.63 1.66
C -5.23 -3.12 2.71
C -3.74 -2.95 2.38
C -2.92 -3.81 3.35
C -3.36 -1.48 2.65
C -3.50 -3.42 0.90
O -3.68 -4.85 0.85
C -4.53 -2.90 -0.14
C -4.92 -1.42 -0.35
C -3.93 -0.61 -1.13
C -3.65 -0.94 -2.46
C -2.66 -0.28 -3.18
C -1.96 0.72 -2.54
Cl -0.54 1.38 -3.33
C -2.27 1.14 -1.27
C -3.26 0.48 -0.57
C -2.02 -3.44 0.41
N -1.18 -2.25 0.27
C -0.75 -1.69 -0.85
N 0.18 -0.78 -0.58
C 0.30 -0.86 0.78
N -0.49 -1.75 1.33
H -5.38 -2.91 3.77
H -5.59 -4.14 2.55
H -5.87 -2.44 2.15
H -3.16 -3.51 4.37
H -1.85 -3.67 3.21
H -3.15 -4.87 3.25
H -3.86 -1.15 3.56
H -3.65 -0.80 1.85
H -2.29 -1.38 2.81
H -4.57 -5.06 1.13
H -5.45 -3.42 0.10
H -4.21 -3.31 -1.10
H -5.16 -0.93 0.59
H -5.86 -1.44 -0.92
H -4.19 -1.75 -2.94
H -2.42 -0.57 -4.19
H -1.71 1.94 -0.80
H -3.50 0.80 0.44
H -2.05 -3.90 -0.58
H -1.48 -4.12 1.06
H -1.12 -1.95 -1.83
H 0.96 -0.24 1.34
*
```

- HOMO (alpha / beta) (eV) = -10.8042 / -10.9215
- molar mass (g/mol) = 690.02
- ⟨S²⟩ = 6.01
- largest force on an atom (eV Å⁻¹) = 0.8
- relative energy (zero: lowest compared OMol25 entry of this formula, charge and spin) (eV) = 0.2408

Atomic partial charges in e from the Löwdin method, atoms 1 to 2: 0.381 0.036



This record from OMol25 describes C3H6ClNO in the gas phase in a non-equilibrium geometry. The level of theory is the ωB97M-V functional and the def2-TZVPD basis.

Structure (ORCA input):
```
! wB97M-V def2-TZVPD RIJCOSX def2/J DEFGRID3
* xyz 0 3
C 0.46 0.40 -0.88
C 0.63 -1.03 -0.94
C -0.39 1.11 0.06
N 0.38 -2.08 0.00
O 1.81 -0.09 -0.67
Cl 0.84 -1.84 -2.60
H 0.40 0.90 -1.83
H -1.33 1.02 -0.33
H -0.11 2.17 0.12
H -0.34 0.79 1.21
H -0.12 -1.71 0.82
H 1.19 -2.43 0.36
*
```

- HOMO (alpha / beta) (eV) = -4.6142 / -10.2751
- molar mass (g/mol) = 107.54
- ⟨S²⟩ = 2.01
- largest force on an atom (eV Å⁻¹) = 5.7
- relative energy (zero: lowest compared OMol25 entry of this formula, charge and spin) (eV) = 3.1342

Atomic partial charges in e from the Löwdin method, atoms 1 to 2: -0.401 -0.800